Record 1
The following is a quantum chemistry calculation of the ion C23H16F4N with charge +1, from the Open Molecules 2025 dataset.

The LUMO energy is -4.5508 eV. Its SMILES is Cc1cc[n+](C(c2cc(F)cc(F)c2)c2cc(F)cc(F)c2)c2ccccc12. The energy above the lowest of the compared OMol25 structures with the same formula, charge and spin is 0.0 kcal per mole. The value obtained for the HOMO energy is -12.4 eV.

ORCA input file:
```
! RIJCOSX wB97M-V def2-TZVPD def2/J DEFGRID3
* xyz 1 1
C 0.833 4.700 3.505
C 1.043 3.226 3.358
C 0.876 2.682 2.105
C 1.116 1.340 1.857
N 1.649 0.538 2.814
C 2.042 -1.095 2.585
C 2.732 -1.135 1.206
C 2.126 -1.533 -0.016
C 2.955 -1.753 -1.135
F 2.414 -2.326 -2.291
C 4.340 -1.566 -1.056
C 4.828 -0.874 0.061
F 6.120 -0.387 0.068
C 4.038 -0.645 1.197
C 0.823 -2.037 2.664
C -0.169 -1.612 3.540
C -1.398 -2.277 3.657
F -2.401 -1.669 4.390
C -1.669 -3.456 2.977
C -0.664 -3.897 2.108
F -0.883 -5.051 1.388
C 0.542 -3.197 1.890
C 1.627 1.012 4.153
C 1.800 0.155 5.247
C 1.849 0.642 6.569
C 1.664 2.014 6.862
C 1.411 2.889 5.801
C 1.355 2.410 4.448
H 0.777 5.071 4.526
H 1.598 5.284 2.985
H -0.089 4.983 2.999
H 0.555 3.443 1.404
H 0.849 0.969 0.868
H 2.749 -1.200 3.453
H 1.046 -1.753 -0.105
H 5.023 -1.825 -1.863
H 4.427 -0.116 2.079
H -0.035 -0.661 4.062
H -2.668 -3.860 3.028
H 1.209 -3.550 1.098
H 1.891 -0.914 5.051
H 2.051 -0.031 7.410
H 1.730 2.436 7.892
H 1.301 3.953 6.074
*
```

Record 2
The following is a quantum chemistry calculation of the molecule C6H8N2O2, from the Open Molecules 2025 dataset.

The LUMO energy is 0.3226 eV. Its SMILES is C[C@](N)(C#N)C(=O)/C=C/O. The energy above the lowest of the compared OMol25 structures with the same formula, charge and spin is 53.6 kcal per mole. The value obtained for the HOMO energy is -9.4 eV.

ORCA input file:
```
! RIJCOSX wB97M-V def2-TZVPD def2/J DEFGRID3
* xyz 0 1
C 0.975 -0.311 1.557
C 0.961 -0.280 0.017
N 0.159 -1.377 -0.486
C 2.373 -0.355 -0.479
N 3.450 -0.497 -0.872
C 0.378 1.096 -0.433
O 1.160 1.962 -0.801
C -1.055 1.320 -0.425
C -1.988 0.465 -0.927
O -3.278 0.479 -0.601
H -0.035 -0.103 1.930
H 1.286 -1.304 1.907
H 1.667 0.440 1.956
H 0.553 -1.812 -1.314
H -0.030 -2.074 0.228
H -1.379 2.183 0.163
H -1.780 -0.199 -1.765
H -3.416 0.366 0.348
*
```

Record 3
The following is a quantum chemistry calculation of a structure of composition C10H11BeNS, from the Open Molecules 2025 dataset.

The LUMO energy (spin up / spin down) is -0.4883 / -0.7491 eV. The value obtained for the HOMO energy (spin up / spin down) is -8.1 / -5.3 eV.

ORCA input file:
```
! RIJCOSX wB97M-V def2-TZVPD def2/J DEFGRID3
* xyz 0 1
Be 0.409 -0.024 -0.383
C -1.641 -2.365 -4.400
H -0.815 -2.267 -3.697
H -2.223 -3.257 -4.177
H -1.163 -2.444 -5.364
H -2.294 -1.471 -4.381
H -2.984 -1.099 -5.030
S 2.408 2.800 1.727
C 2.825 3.185 0.084
C 2.250 2.281 -0.816
C 1.368 1.369 -0.213
C 1.376 1.510 1.138
C 0.532 0.627 1.905
C 0.366 0.548 3.297
C -0.566 -0.360 3.802
C -1.275 -1.192 2.929
C -1.053 -1.112 1.562
N -0.145 -0.237 1.090
H 3.485 4.036 -0.159
H 2.481 2.327 -1.886
H 0.979 1.188 3.946
H -0.749 -0.408 4.883
H -2.016 -1.896 3.298
H -1.555 -1.738 0.844
*
```

Record 4
The following is a quantum chemistry calculation of a cluster of 2 separate species, C4H13P3 in total, from the Open Molecules 2025 dataset.

The LUMO energy is 0.2128 eV. Its SMILES is C[PH]#[PH2].C=PCC. The energy above the lowest of the compared OMol25 structures with the same formula, charge and spin is 31.2 kcal per mole. The value obtained for the HOMO energy is -8.3 eV.

ORCA input file:
```
! RIJCOSX wB97M-V def2-TZVPD def2/J DEFGRID3
* xyz 0 1
C -3.316 -1.208 -0.119
P -2.694 0.168 0.955
P -2.185 1.606 -0.571
H -3.219 -2.143 0.429
H -2.759 -1.267 -1.052
H -4.371 -1.040 -0.335
H -1.387 -0.319 1.061
H -1.741 2.536 0.368
H -3.472 2.151 -0.560
C 0.848 -1.025 -0.730
P 0.893 0.627 -0.552
C 2.198 0.818 0.776
C 3.595 0.713 0.171
H 1.451 -1.719 -0.166
H 0.193 -1.456 -1.470
H 2.070 1.799 1.239
H 2.056 0.058 1.547
H 3.711 1.429 -0.642
H 4.359 0.917 0.919
H 3.761 -0.285 -0.231
*
```

Record 5
The following is a quantum chemistry calculation of the molecule C6H5NOS2, from the Open Molecules 2025 dataset.

The LUMO energy is -0.9616 eV. Its SMILES is N#CC1=CC=C(CO)SS1. The energy above the lowest of the compared OMol25 structures with the same formula, charge and spin is 102.3 kcal per mole. The value obtained for the HOMO energy is -8.7 eV.

ORCA input file:
```
! RIJCOSX wB97M-V def2-TZVPD def2/J DEFGRID3
* xyz 0 1
N 4.586 1.147 1.202
C 3.378 0.915 1.024
C 1.964 0.660 0.827
C 1.587 -0.408 0.074
C 0.132 -0.783 -0.182
C -0.865 0.078 -0.165
C -2.255 -0.424 -0.419
O -2.505 -0.330 -1.804
S -0.545 1.814 0.089
S 0.848 1.746 1.597
H 2.301 -1.371 -0.349
H -0.238 -1.656 -0.360
H -2.223 -1.241 0.121
H -2.851 0.198 0.121
H -3.315 -0.343 -1.776
*
```

Record 6
The following is a quantum chemistry calculation of a cluster of 6 separate species, C12H39N3O6 in total, from the Open Molecules 2025 dataset.

The LUMO energy is 0.6079 eV. Its SMILES is COC[C@H](C)N.COC[C@H](C)N.COC[C@H](C)N.O.O.O. The energy above the lowest of the compared OMol25 structures with the same formula, charge and spin is 4.4 kcal per mole. The value obtained for the HOMO energy is -9.2 eV.

ORCA input file:
```
! RIJCOSX wB97M-V def2-TZVPD def2/J DEFGRID3
* xyz 0 1
C -11.644 -18.855 1.960
O -11.555 -18.401 0.642
C -11.288 -17.021 0.413
C -11.234 -16.842 -1.088
C -10.289 -17.769 -1.770
N -10.978 -15.395 -1.324
H -12.097 -18.133 2.649
H -10.661 -19.116 2.384
H -12.263 -19.754 2.008
H -12.030 -16.317 0.838
H -10.286 -16.765 0.798
H -12.250 -17.103 -1.436
H -10.615 -18.808 -1.797
H -9.336 -17.780 -1.264
H -10.127 -17.441 -2.789
H -10.670 -15.223 -2.271
H -10.136 -15.159 -0.802
C -17.895 -17.357 -4.112
O -16.821 -16.494 -3.740
C -16.274 -15.743 -4.809
C -15.200 -14.808 -4.226
C -14.477 -14.109 -5.373
N -14.329 -15.645 -3.349
H -17.442 -18.354 -4.145
H -18.302 -17.054 -5.070
H -18.718 -17.321 -3.385
H -15.841 -16.463 -5.578
H -17.034 -15.123 -5.315
H -15.706 -14.054 -3.668
H -15.139 -13.386 -5.853
H -14.253 -14.927 -6.046
H -13.589 -13.630 -4.989
H -14.750 -16.543 -3.135
H -14.025 -15.200 -2.502
C -3.472 -13.160 -2.243
O -4.804 -12.698 -2.045
C -5.652 -13.042 -3.102
C -7.080 -12.695 -2.750
C -7.422 -13.443 -1.480
N -8.092 -12.910 -3.801
H -3.074 -13.118 -3.263
H -3.377 -14.181 -1.874
H -2.806 -12.526 -1.679
H -5.419 -12.519 -4.046
H -5.551 -14.133 -3.297
H -7.143 -11.635 -2.505
H -8.359 -13.143 -1.031
H -6.653 -13.354 -0.719
H -7.518 -14.519 -1.685
H -8.065 -13.899 -4.020
H -7.782 -12.431 -4.635
O -11.125 -12.619 -3.770
H -10.156 -12.460 -3.804
H -11.220 -13.488 -4.177
O -11.061 -12.874 -0.611
H -11.184 -12.780 -1.558
H -11.604 -13.675 -0.448
O -11.562 -15.976 -4.273
H -11.562 -16.092 -5.232
H -12.534 -15.904 -4.080
*
```

Record 7
The following is a quantum chemistry calculation of the molecule H5N3S, from the Open Molecules 2025 dataset.

The LUMO energy is 0.5749 eV. Its SMILES is NNSN. The energy above the lowest of the compared OMol25 structures with the same formula, charge and spin is 23.7 kcal per mole. The value obtained for the HOMO energy is -8.4 eV.

ORCA input file:
```
! RIJCOSX wB97M-V def2-TZVPD def2/J DEFGRID3
* xyz 0 1
N -1.394 -0.137 0.120
N -0.514 -0.932 -0.624
S 1.246 -0.868 0.060
N 1.160 0.908 -0.073
H -1.734 -0.446 1.023
H -0.860 0.746 0.170
H -0.911 -1.869 -0.434
H 1.813 1.305 0.700
H 1.193 1.294 -0.940
*
```

Record 8
The following is a quantum chemistry calculation of the ion C3H5N4S3 with charge +1, from the Open Molecules 2025 dataset.

The LUMO energy is -3.6243 eV. The energy above the lowest of the compared OMol25 structures with the same formula, charge and spin is 50.7 kcal per mole. The value obtained for the HOMO energy is -13.2 eV.

ORCA input file:
```
! RIJCOSX wB97M-V def2-TZVPD def2/J DEFGRID3
* xyz 1 1
C -3.028 -0.118 -2.273
C -1.712 -0.418 -0.262
C -0.118 0.981 -0.774
N -1.991 0.599 -2.300
N -0.728 -0.562 0.654
N 0.215 0.246 0.323
N -1.296 0.487 -1.182
S -3.277 -1.061 -0.756
S 1.736 0.297 1.464
S 3.866 -0.004 2.818
H -3.899 -0.087 -2.967
H 0.584 1.588 -1.411
H 3.720 -1.302 2.672
H 1.097 -0.485 2.186
H 4.832 -0.161 1.808
*
```

So what do the calculations give for max |F|? Going down the list: 2.5 2.5 2.4 1.1 13.7 1.5 6.3 4.7 eV/A.